[1]
This record from the OMol25 dataset describes C39H37CrN11O4S as an isolated structure. The level of theory is ωB97M-V/def2-TZVPD.

```
93
Properties=species:S:1:pos:R:3:forces:R:3:lowdin_charge:R:1
Cr -0.132 -1.070 -0.065 1.23 0.47 0.50 0.7906
C 1.862 -0.530 3.460 -0.01 0.13 -0.02 -0.2356
C 1.117 0.314 4.409 0.24 0.04 -0.11 -0.0023
C -0.184 0.291 4.613 -0.26 0.00 -0.09 -0.0786
C -1.177 -0.820 2.655 -0.12 0.26 0.26 -0.3630
N -0.168 -1.263 1.991 0.43 0.14 0.08 0.1009
C 1.186 -1.510 2.510 -0.10 -0.07 -0.27 -0.1071
N -2.478 -0.729 2.219 0.20 0.29 0.87 0.2266
C -2.840 -1.021 1.029 0.06 -0.08 -0.43 -0.2764
N -2.027 -1.385 0.006 -0.93 -0.14 -0.20 0.0079
C -2.784 -1.825 -1.049 -0.03 0.06 0.46 -0.2531
N -2.350 -2.594 -1.977 0.36 -0.40 -0.42 0.1902
C -1.188 -3.332 -1.722 -0.11 0.12 0.31 -0.3074
C -1.016 -4.484 -2.492 -0.10 -0.02 -0.07 -0.0006
C -0.106 -5.444 -2.108 -0.04 -0.03 -0.12 -0.0436
C 0.612 -5.260 -0.932 0.10 -0.11 0.04 -0.0466
C 0.471 -4.066 -0.265 0.02 0.36 -0.16 -0.1045
N -0.337 -3.072 -0.689 -0.25 -0.36 -0.20 0.0282
C -4.204 -1.469 -0.780 0.23 0.07 -0.07 -0.0826
C -5.351 -1.582 -1.533 -0.08 -0.05 -0.14 0.0045
C -6.554 -1.211 -0.930 0.04 -0.04 -0.10 -0.0552
C -6.591 -0.770 0.388 -0.03 0.01 0.03 -0.0577
C -5.427 -0.681 1.148 -0.04 0.08 0.26 0.0015
C -4.242 -1.024 0.538 0.16 0.00 -0.09 -0.1002
H 2.635 -1.059 4.024 0.09 -0.07 0.02 0.1535
H 1.711 0.943 5.067 -0.15 -0.05 -0.03 0.1230
H -0.635 0.855 5.416 -0.10 0.00 -0.02 0.1326
H 1.309 -2.559 2.776 -0.14 -0.10 -0.02 0.1593
H -1.667 -4.608 -3.347 0.02 -0.04 0.05 0.1215
H 0.019 -6.348 -2.693 -0.04 0.05 0.03 0.1169
H 1.285 -6.017 -0.548 -0.05 0.10 -0.03 0.1149
H 1.059 -3.856 0.614 0.10 0.05 0.07 0.0930
H -5.311 -1.940 -2.555 -0.04 0.02 0.08 0.1217
H -7.476 -1.273 -1.496 0.06 0.01 0.03 0.1102
H -7.542 -0.496 0.828 0.04 -0.02 -0.01 0.1097
H -5.443 -0.357 2.184 -0.01 -0.02 -0.12 0.1251
N 3.345 -2.961 0.620 -0.18 0.05 0.25 0.0784
C 3.558 -1.721 1.360 -0.18 0.03 -0.47 -0.2893
C 4.688 -0.844 0.775 -0.26 0.02 0.05 -0.1256
C 4.583 -0.483 -0.713 0.11 -0.05 0.02 -0.1529
C 3.757 0.746 -1.156 -0.16 0.01 0.03 -0.1422
N 3.216 1.584 -0.102 0.16 0.17 0.13 0.0994
C 3.913 2.399 0.665 -0.20 0.31 0.02 -0.4375
N 5.231 2.557 0.470 0.10 -0.14 -0.05 0.2143
N 3.295 3.108 1.612 0.29 -0.34 -0.08 0.2060
C 2.225 -0.963 1.476 -0.23 -0.02 -0.31 -0.4714
O 2.494 0.170 2.357 -0.28 0.24 -0.10 -0.0260
O 1.696 -0.638 0.243 0.00 -0.79 0.60 -0.1980
H 4.222 -3.434 0.441 0.02 -0.04 0.04 0.0914
H 2.928 -2.738 -0.273 -0.01 -0.01 -0.15 0.0544
H 3.850 -1.977 2.381 0.06 -0.07 0.03 0.1472
H 5.603 -1.432 0.881 0.03 0.03 0.10 0.1176
H 4.802 0.036 1.410 0.05 0.00 -0.06 0.1017
H 4.172 -1.346 -1.240 0.11 -0.01 -0.07 0.0989
H 5.599 -0.367 -1.098 0.02 -0.01 0.02 0.1055
H 2.892 0.397 -1.712 -0.04 0.09 -0.01 0.1046
H 4.341 1.363 -1.845 0.01 0.04 0.02 0.1224
H 2.224 1.516 0.113 0.19 -0.01 -0.08 0.1023
H 5.706 2.029 -0.239 0.03 0.02 0.01 0.1081
H 5.759 3.220 1.005 0.01 0.03 0.02 0.1235
H 2.308 2.915 1.758 -0.12 0.25 -0.20 0.0732
H 3.814 3.591 2.318 0.16 0.06 0.05 0.1218
O 0.798 2.943 0.666 0.01 -0.29 0.16 -0.4920
S -0.275 1.980 1.100 -0.50 -0.16 0.34 0.9648
O -1.166 -0.396 3.944 0.00 -0.14 0.10 0.0671
N -0.626 0.927 -0.100 -0.02 0.19 -0.24 -0.2879
C -0.707 1.452 -1.403 -0.16 0.01 -0.18 -0.2459
C -1.132 2.709 -1.776 0.04 -0.04 -0.03 0.0049
C -1.138 3.109 -3.129 -0.07 0.14 0.10 -0.0464
C -0.672 2.298 -4.119 0.09 -0.04 -0.14 -0.0342
C -0.177 1.020 -3.778 -0.07 -0.05 0.09 -0.1435
C 0.432 0.151 -4.704 0.00 0.05 -0.12 0.0140
C 0.941 -1.041 -4.277 0.09 -0.15 -0.08 -0.0264
C 0.789 -1.405 -2.932 0.03 -0.13 0.06 -0.1059
N 0.180 -0.650 -2.042 0.15 0.40 -0.60 0.0307
C -0.250 0.589 -2.436 -0.01 -0.07 0.07 -0.1299
C -1.723 3.055 1.209 -0.07 -0.04 0.17 -0.3691
C -3.006 2.584 0.962 0.03 0.05 0.09 -0.0784
C -4.090 3.430 1.145 -0.01 0.00 -0.01 -0.0621
C -3.892 4.737 1.578 0.01 0.01 0.03 -0.0730
C -2.607 5.200 1.828 0.01 0.00 -0.02 -0.0678
C -1.516 4.357 1.648 0.05 -0.01 0.00 -0.0797
H -1.454 3.412 -1.024 0.01 0.04 -0.14 0.0991
H -1.508 4.096 -3.379 0.03 -0.05 0.07 0.1151
H -0.653 2.621 -5.154 0.01 -0.03 0.09 0.1178
H 0.514 0.454 -5.743 -0.03 -0.04 0.09 0.1280
H 1.442 -1.720 -4.955 -0.02 0.04 0.04 0.1138
H 1.178 -2.354 -2.581 -0.05 0.00 -0.02 0.1183
H -3.155 1.576 0.604 0.01 -0.06 -0.01 0.0924
H -5.092 3.069 0.940 0.07 0.03 0.01 0.1082
H -4.741 5.394 1.725 0.05 -0.04 -0.03 0.1075
H -2.450 6.223 2.157 -0.02 -0.12 -0.02 0.1092
H -0.505 4.707 1.825 -0.11 -0.02 -0.04 0.1062
```
Positions in Å, forces in eV/Å.

Its energy above the lowest of the compared OMol25 structures with the same formula, charge and spin is 223.79 kJ/mol. The charge is +1. For the HOMO energy (alpha / beta), the calculation gives -0.36958 / -0.37176 Eh. The calculation puts the HOMO-LUMO gap (alpha / beta) at 7.1 / 7.2 eV. The calculation puts the largest force on an atom at 1.4 eV/Å. The spin multiplicity is 2.

=====

[2]
This record from the OMol25 dataset describes a 2-piece molecular cluster, C9H14 overall. The level of theory is ωB97M-V/def2-TZVPD.

```
23
Properties=species:S:1:pos:R:3:forces:R:3:nbo_charge:R:1
C 1.687 2.551 1.126 0.52 0.07 0.07 -0.6095
C 0.243 3.039 1.166 0.60 0.08 0.94 -0.6068
H 2.262 2.898 1.987 -0.22 0.14 0.16 0.2014
H 1.766 1.463 1.166 -0.12 0.03 -0.27 0.2098
H 2.252 2.938 0.274 -0.23 -0.26 -0.19 0.2006
H -0.387 2.553 0.436 -0.15 0.08 -0.23 0.1994
H 0.198 4.119 1.091 -0.07 0.21 -0.45 0.2051
H -0.138 2.850 2.170 -0.32 -0.30 -0.06 0.2014
C -0.063 -1.465 -2.761 -0.31 -0.03 -0.36 -0.6364
C -0.472 -0.293 -0.584 -1.18 -0.91 -0.82 -0.2240
C -0.253 -1.494 -1.273 0.64 0.14 -0.16 0.0055
C -0.993 -0.313 0.699 0.99 0.25 -0.27 -0.1996
C -1.061 -1.528 1.377 -0.23 0.44 0.04 -0.2321
C -0.296 -2.702 -0.592 -0.35 0.49 0.46 -0.2264
C -0.741 -2.699 0.730 0.62 -0.51 -0.20 -0.1958
H -0.467 0.584 -1.218 0.12 0.40 0.37 0.2054
H -1.235 0.646 1.131 -0.14 -0.17 0.44 0.2156
H 0.073 -2.471 -3.161 0.14 0.10 -0.03 0.2147
H 0.695 -0.797 -3.157 0.55 -0.03 0.33 0.2200
H -1.332 -1.552 2.416 -0.31 -0.01 0.24 0.2128
H 0.014 -3.627 -1.061 -0.23 -0.03 -0.15 0.2108
H -0.787 -3.641 1.257 -0.01 -0.03 0.14 0.2095
H -0.965 -1.058 -3.217 -0.32 -0.18 -0.01 0.2184
```
Positions in Å, forces in eV/Å.

Its energy above the lowest of the compared OMol25 structures with the same formula, charge and spin is 35.01 kJ/mol. The SMILES is Cc1ccccc1.CC. For the HOMO energy, the calculation gives -0.32927 Eh. The calculation puts the HOMO-LUMO gap at 10.0 eV. The calculation puts the largest force on an atom at 1.7 eV/Å. The spin multiplicity is 1.

=====

[3]
This record from the OMol25 dataset describes one molecule with the formula C4H5N3O. The level of theory is ωB97M-V/def2-TZVPD.

```
13
Properties=species:S:1:pos:R:3:forces:R:3:nbo_charge:R:1
N -0.491 -0.442 -0.545 0.51 -0.08 -0.76 -0.6709
C 0.669 -1.206 -0.631 0.38 0.24 0.00 0.7673
C -0.561 0.765 0.106 0.22 -0.79 0.25 0.0497
N 1.564 -1.129 0.416 0.06 -0.05 0.03 -0.8588
C 0.273 1.720 0.534 -0.22 -0.01 -0.06 -0.4126
C -2.042 0.713 0.206 -1.08 -0.09 -0.87 0.5336
O 0.881 -1.893 -1.612 -0.13 0.05 0.37 -0.6138
N -2.890 0.253 -0.488 0.53 0.45 0.60 -0.5399
H -2.177 -0.384 -1.126 -0.14 0.33 0.57 0.4972
H 1.273 -0.765 1.308 -0.05 -0.05 -0.08 0.3857
H 2.273 -1.845 0.427 -0.06 0.04 -0.03 0.4033
H 1.316 1.686 0.253 -0.02 -0.01 -0.01 0.2362
H -0.087 2.528 1.152 0.00 -0.01 -0.02 0.2230
```
Positions in Å, forces in eV/Å.

Its energy above the lowest of the compared OMol25 structures with the same formula, charge and spin is 492.41 kJ/mol. For the HOMO energy (alpha / beta), the calculation gives -0.32432 / -0.32448 Eh. The calculation puts the HOMO-LUMO gap (alpha / beta) at 6.8 / 6.8 eV. The calculation puts the largest force on an atom at 1.4 eV/Å. The spin multiplicity is 1.

=====

[4]
This record from the OMol25 dataset describes C6H8O6Sr as an isolated structure. The level of theory is ωB97M-V/def2-TZVPD.

```
21
Properties=species:S:1:pos:R:3:forces:R:3:nbo_charge:R:1
O 2.630 0.172 -1.665 -0.30 -0.08 0.84 -0.0601
C 2.137 -0.426 -0.598 0.39 -1.89 -1.13 0.9691
O 1.778 0.211 0.395 -0.17 1.50 0.39 -0.8707
O 2.069 -1.705 -0.703 0.27 0.66 -0.71 -0.4062
C 1.357 -2.459 0.322 -0.16 -0.31 0.64 -0.1194
C -0.118 -2.399 0.061 -0.31 0.20 0.03 -0.1596
C -0.977 -1.859 0.930 0.34 0.17 -0.33 -0.2244
C -2.457 -1.867 0.716 -0.11 -1.17 0.15 -0.1177
Sr 1.486 2.335 1.256 0.31 0.44 0.33 1.9717
H 1.626 -2.048 1.301 -0.07 -0.26 -0.20 0.2152
H 1.748 -3.474 0.215 -0.03 0.20 0.04 0.2764
H -0.468 -2.837 -0.879 0.09 0.00 0.28 0.2437
H -0.623 -1.406 1.859 -0.08 -0.23 -0.15 0.2168
H -2.989 -2.084 1.646 0.02 0.03 -0.24 0.2696
H -2.784 -2.570 -0.060 0.21 0.13 0.24 0.2242
O -2.958 -0.537 0.363 0.80 1.26 -0.37 -0.3917
C -3.004 -0.117 -0.831 -3.06 -1.37 -0.71 1.0579
O -3.471 1.025 -1.108 0.10 1.23 -2.24 -0.5379
H -3.646 0.893 -2.167 0.33 1.33 3.07 0.5710
O -2.944 -0.823 -1.940 1.20 -1.51 -0.14 -0.6936
H -3.621 -1.515 -2.060 0.22 -0.35 0.21 0.5658
```
Positions in Å, forces in eV/Å.

Its energy above the lowest of the compared OMol25 structures with the same formula, charge and spin is 0.00 kJ/mol. The charge is +3. For the HOMO energy (alpha / beta), the calculation gives -0.75695 / -0.75674 Eh. The calculation puts the HOMO-LUMO gap (alpha / beta) at 8.5 / 6.8 eV. The calculation puts the largest force on an atom at 3.4 eV/Å. The spin multiplicity is 2.

=====

[5]
This record from the OMol25 dataset describes one molecule with the formula C2H4N2OS. The level of theory is ωB97M-V/def2-TZVPD.

```
10
Properties=species:S:1:pos:R:3:forces:R:3:nbo_charge:R:1
C -0.811 0.528 -0.539 0.89 -0.73 -1.60 -0.0155
C 0.221 0.164 0.498 -0.65 -0.73 0.41 0.1381
H -0.255 -1.718 -1.777 0.07 0.14 0.05 0.3741
H 0.080 -0.950 -3.171 -0.02 0.23 0.31 0.3832
H -1.644 1.114 -0.177 0.19 0.41 -0.19 0.2266
H 1.280 -0.524 -0.893 0.11 -0.07 0.06 0.5034
N 0.118 -0.849 -2.158 -0.08 0.51 -0.12 -0.7108
N -0.795 0.209 -1.803 -0.53 -0.31 1.60 -0.2213
O 1.350 -0.389 0.087 0.00 0.33 -0.25 -0.6500
S -0.124 0.345 2.081 0.03 0.24 -0.26 -0.0277
```
Positions in Å, forces in eV/Å.

Its energy above the lowest of the compared OMol25 structures with the same formula, charge and spin is 249.60 kJ/mol. The SMILES is N/N=C\C(O)=S. For the HOMO energy, the calculation gives -0.32978 Eh. The calculation puts the HOMO-LUMO gap at 8.2 eV. The calculation puts the largest force on an atom at 2.0 eV/Å. The spin multiplicity is 1.

=====

[6]
This record from the OMol25 dataset describes C20H22BrMoN4O as an isolated structure. The level of theory is ωB97M-V/def2-TZVPD.

```
49
Properties=species:S:1:pos:R:3:forces:R:3:nbo_charge:R:1
Mo 0.459 -0.456 -1.150 0.10 0.30 0.45 1.7594
Br 6.075 -3.971 2.384 0.01 -0.01 0.01 0.2296
C 4.733 -3.261 1.306 -0.10 0.09 0.01 -0.1128
C 4.528 -3.765 0.018 0.03 -0.07 -0.09 -0.0988
C 3.544 -3.252 -0.822 0.06 0.06 0.26 -0.2350
C 2.756 -2.232 -0.338 -0.16 -0.04 -0.09 0.3671
O 1.777 -1.718 -1.156 -0.08 0.25 -0.11 -0.5824
C 2.926 -1.694 0.951 0.02 0.00 0.00 -0.2265
C 2.179 -0.577 1.409 0.09 -0.16 -0.08 0.2709
N 1.223 0.020 0.741 -0.15 0.07 -0.17 -0.5457
C 0.675 1.257 1.225 0.01 0.08 -0.08 0.0435
C 0.599 1.673 2.529 -0.02 0.04 -0.02 -0.1414
C 0.125 2.970 2.828 0.01 -0.03 0.01 -0.1638
C -0.236 3.839 1.835 0.01 -0.02 0.00 -0.1200
C -0.178 3.428 0.480 0.02 -0.05 0.01 -0.1125
C -0.474 4.264 -0.618 0.00 0.02 0.00 0.0081
C -0.349 3.793 -1.909 0.03 -0.10 -0.03 -0.2573
C 0.017 2.468 -2.114 -0.04 0.11 0.01 0.1123
N 0.276 1.635 -1.096 0.25 -0.23 -0.03 -0.5779
C 0.244 2.117 0.196 -0.02 0.01 0.11 0.2316
C 3.942 -2.222 1.767 0.06 -0.07 0.00 -0.1082
H 5.157 -4.570 -0.340 0.01 0.00 0.01 0.2732
H 3.409 -3.643 -1.820 -0.03 0.02 -0.02 0.2671
H 2.460 -0.159 2.372 0.00 0.01 -0.01 0.2370
H 0.895 1.028 3.347 0.01 -0.02 -0.01 0.2510
H 0.072 3.276 3.864 0.00 0.01 0.00 0.2707
H -0.562 4.843 2.073 0.00 0.01 -0.01 0.2656
H -0.783 5.288 -0.440 0.00 0.00 0.01 0.2697
H -0.540 4.429 -2.762 0.00 0.00 0.00 0.2832
H 0.099 2.062 -3.116 -0.01 0.01 0.00 0.2347
H 4.109 -1.813 2.755 -0.01 0.01 0.01 0.2571
C -3.853 -1.872 -0.916 -0.03 0.02 -0.01 -0.6580
C -2.821 -0.840 -0.496 0.16 0.03 -0.06 0.1775
C -2.454 -0.936 0.975 -0.05 -0.03 0.01 -0.6460
C -3.207 0.569 -0.904 -0.02 0.00 0.08 -0.6744
N -1.488 -1.235 -1.244 0.11 -0.25 -0.07 -0.4559
N -1.208 -0.699 -2.548 -0.14 -0.13 -0.13 -0.6507
H -4.811 -1.615 -0.463 0.00 -0.01 0.01 0.2808
H -3.589 -2.873 -0.569 0.00 -0.02 -0.01 0.2403
H -4.003 -1.886 -1.997 -0.01 0.00 -0.01 0.2329
H -3.368 -0.879 1.566 0.01 0.02 0.01 0.2796
H -1.802 -0.114 1.280 0.01 -0.01 0.00 0.2145
H -1.979 -1.889 1.216 -0.02 -0.02 -0.01 0.2344
H -4.048 0.871 -0.279 0.00 0.00 -0.01 0.2944
H -3.570 0.640 -1.933 0.00 0.00 -0.01 0.2324
H -2.407 1.292 -0.724 0.00 0.02 -0.02 0.2099
H -1.477 -2.259 -1.305 -0.06 0.02 0.06 0.4434
H -1.840 0.072 -2.773 -0.01 -0.04 0.02 0.4442
H -1.229 -1.402 -3.289 -0.04 0.07 -0.02 0.4511
```
Positions in Å, forces in eV/Å.

The charge is +3. For the HOMO energy (alpha / beta), the calculation gives -0.62152 / -0.62178 Eh. The calculation puts the HOMO-LUMO gap (alpha / beta) at 5.3 / 5.3 eV. The calculation puts the largest force on an atom at 0.5 eV/Å. The spin multiplicity is 3.

=====

Question: Number 1 is which compound?
Answer: C39H37CrN11O4S